The following is a quantum chemistry calculation of a molecular structure, C29H34As3Cl5N4O4SeTi, from the OMol25 dataset.

Geometry as XYZ:
```
81
C29H34As3Cl5N4O4SeTi | the OMol25 dataset | ωB97M-V/def2-TZVPD
Ti -0.540 0.268 0.237
O -0.930 1.561 1.497
C -2.027 1.954 1.995
C -3.290 1.392 1.691
C -4.462 1.824 2.340
C -5.670 1.239 2.039
C -5.772 0.241 1.063
C -4.647 -0.187 0.401
C -3.381 0.356 0.693
O -2.321 -0.070 0.068
N -6.874 1.661 2.730
O -7.921 1.186 2.358
O -6.741 2.451 3.635
H -1.994 2.786 2.707
H -4.432 2.610 3.081
H -6.746 -0.171 0.856
H -4.720 -0.939 -0.372
Cl 1.991 0.239 -1.715
C 0.833 1.403 -2.219
C -0.282 1.558 -1.400
C -1.231 2.458 -1.883
Cl -2.633 2.709 -0.931
C -1.115 3.133 -3.097
Cl -2.354 4.182 -3.651
C 0.031 2.948 -3.873
Cl 0.213 3.774 -5.360
C 1.025 2.079 -3.421
Cl 2.454 1.838 -4.337
C -1.980 -1.055 3.526
As -0.913 -1.731 2.007
C 0.268 -2.780 3.221
C -2.238 -3.110 1.426
C -2.051 -3.867 0.100
C -3.261 -4.800 -0.056
C -2.074 -2.943 -1.135
As -0.598 -1.657 -1.525
C 0.682 -2.840 -2.463
C -1.458 -0.998 -3.167
C -0.762 -4.698 0.120
As -0.854 -6.598 0.776
C -0.968 -6.350 2.732
C 1.094 -6.891 0.695
H -2.174 -1.846 4.255
H -2.935 -0.638 3.208
H -1.406 -0.266 4.021
H -0.326 -3.426 3.872
H 0.808 -2.063 3.845
H 1.002 -3.388 2.695
H -3.199 -2.577 1.392
H -2.291 -3.850 2.235
H -4.177 -4.228 -0.186
H -3.373 -5.430 0.827
H -3.128 -5.453 -0.919
H -2.975 -2.315 -1.102
H -2.159 -3.588 -2.023
H 0.156 -3.451 -3.206
H 1.206 -3.489 -1.762
H 1.423 -2.222 -2.974
H -1.883 -1.822 -3.750
H -0.726 -0.480 -3.791
H -2.252 -0.293 -2.912
H 0.031 -4.154 0.654
H -0.434 -4.830 -0.917
H -1.958 -6.006 3.029
H -0.216 -5.649 3.088
H -0.802 -7.313 3.216
H 1.432 -6.960 -0.339
H 1.341 -7.832 1.183
H 1.646 -6.089 1.189
Se 2.857 -3.176 0.646
N 3.831 -2.241 1.742
C 3.294 -1.037 1.893
C 3.772 0.005 2.697
C 3.065 1.186 2.678
C 1.912 1.319 1.905
N 1.384 0.335 1.170
C 2.075 -0.827 1.153
N 1.663 -1.882 0.451
H 4.664 -0.128 3.285
H 3.406 2.028 3.256
H 1.397 2.272 1.865
```

Spin multiplicity   2
Charge   +1
Energy relative to the best compared isomer or geometry (same formula, charge and spin)   29.53 kcal per mole
Kohn-Sham gap (spin up / spin down)   5.332 / 6.196 eV

Here are the Mulliken charges for atoms 1 to 2, given in e: number 1, Ti, carries -1.94; number 2, O, carries -0.45

The following is a quantum chemistry calculation of a molecular structure, C14H18F4N2O7PS2, from the OMol25 dataset.

Geometry as XYZ:
```
48
C14H18F4N2O7PS2 | the OMol25 dataset | ωB97M-V/def2-TZVPD
C 6.301 0.113 0.281
O 5.444 1.260 0.404
C 5.551 2.119 -0.732
C 4.504 3.319 -0.636
C 3.062 2.663 -0.771
C 1.972 3.309 0.225
C 0.856 2.194 0.387
C -0.164 2.160 -0.645
C -1.253 1.094 -0.600
P -2.478 1.172 -2.018
O -1.672 1.595 -3.212
O -3.606 2.369 -1.706
O -3.150 -0.309 -2.392
C -1.291 0.098 0.467
C -2.366 -1.034 0.526
C -1.741 -2.356 -0.130
F -0.313 -2.380 -0.054
C -0.201 0.192 1.518
N -0.015 -0.653 2.617
S 1.347 -0.136 3.436
N 1.869 1.192 2.542
C 0.924 1.231 1.541
H 6.743 -0.128 1.297
H 5.748 -0.809 -0.072
H 7.158 0.387 -0.399
H 5.230 1.514 -1.642
H 6.586 2.544 -0.863
H 4.626 3.994 -1.539
H 4.600 3.877 0.334
H 2.670 2.673 -1.832
H 3.096 1.566 -0.483
H 1.547 4.188 -0.349
H 2.413 3.602 1.212
H -0.152 2.912 -1.476
H -4.222 2.010 -1.030
H -3.950 -0.391 -1.832
H -2.509 -1.292 1.619
H -3.341 -0.770 0.050
H -2.023 -2.467 -1.213
H -2.104 -3.268 0.457
C -6.262 -5.422 0.381
F -6.357 -5.042 -0.914
F -7.520 -5.398 0.873
F -5.889 -6.721 0.365
S -5.095 -4.357 1.354
O -5.645 -3.012 1.263
O -3.810 -4.503 0.687
O -5.119 -4.900 2.698
```

Charge   -1
Kohn-Sham gap   7.192 eV

Here are the Mulliken charges for atoms 1 to 2, given in e: number 1, C, carries -0.68; number 2, O, carries -0.28

The following is a quantum chemistry calculation of a single C2H5NO2 molecule, from the OMol25 dataset.

Geometry as XYZ:
```
10
C2H5NO2 | the OMol25 dataset | ωB97M-V/def2-TZVPD
C -0.666 0.518 0.121
C 0.717 -0.181 0.074
O 0.725 -1.494 -0.097
N 1.712 0.489 -0.698
O 1.748 0.464 0.794
H -0.839 1.354 0.824
H -1.463 -0.214 0.084
H -0.604 0.812 -0.900
H -0.099 -1.748 0.316
H 2.332 -0.232 -1.024
```

Charge   0
Energy relative to the best compared isomer or geometry (same formula, charge and spin)   80.73 kcal per mole
Kohn-Sham gap   10.590 eV
SMILES   C[C@@]1(O)NO1

Here are the Mulliken charges for atoms 1 to 2, given in e: number 1, C, carries -1.12; number 2, C, carries 1.05

The following is a quantum chemistry calculation of a molecular structure, C13H23BrNPW, from the OMol25 dataset.

Geometry as XYZ:
```
40
C13H23BrNPW | the OMol25 dataset | ωB97M-V/def2-TZVPD
C 3.600 -1.039 -1.271
C 3.089 -1.390 -0.022
C 1.757 -1.126 0.307
C 0.860 -0.645 -0.667
C 1.381 -0.246 -1.909
C 2.734 -0.446 -2.193
C 1.254 -1.310 1.707
C -0.110 -0.597 1.834
N -0.434 0.081 3.042
W -1.202 -0.391 -0.022
C 0.483 0.368 -2.941
P -1.266 -0.123 -2.567
H 3.738 -1.862 0.722
H 3.117 -0.136 -3.161
H 4.645 -1.218 -1.518
H 0.686 -0.014 -3.951
H 0.536 1.467 -2.978
H 1.119 -2.377 1.963
H 1.981 -0.921 2.442
H -0.053 0.337 1.084
C -2.300 0.907 -3.670
C -1.439 1.478 -0.846
H -0.930 -1.374 1.658
C 0.388 1.194 3.427
C -1.712 -0.043 3.672
H -1.308 -1.256 -3.433
H 0.177 1.473 4.468
H 1.459 0.952 3.327
H 0.198 2.100 2.815
H -1.603 0.111 4.754
H -2.417 0.727 3.315
H -2.151 -1.030 3.467
H -2.381 1.854 -1.236
H -1.565 1.463 0.293
H -0.592 2.110 -1.084
H -1.941 1.941 -3.753
H -2.280 0.435 -4.659
H -3.331 0.888 -3.298
H -2.003 0.288 1.327
Br -2.185 -2.631 -0.448
```

Spin multiplicity   3
Charge   +2
Energy relative to the best compared isomer or geometry (same formula, charge and spin)   0.00 kcal per mole
Kohn-Sham gap (spin up / spin down)   7.146 / 4.677 eV

Here are the Mulliken charges for atoms 1 to 2, given in e: number 1, C, carries -0.78; number 2, C, carries -0.77

The following is a quantum chemistry calculation of a molecular structure, C5H3NO, from the OMol25 dataset.

Geometry as XYZ:
```
10
C5H3NO | the OMol25 dataset | ωB97M-V/def2-TZVPD
C 2.853 0.944 0.543
C 1.644 0.619 0.479
C 0.358 0.203 0.160
C -0.846 0.937 -0.064
O -1.870 0.143 -0.218
N -1.519 -1.179 -0.151
C -0.218 -1.174 0.073
H 0.304 -0.400 -0.957
H -1.043 2.000 -0.061
H 0.338 -2.094 0.198
```

Charge   0
Energy relative to the best compared isomer or geometry (same formula, charge and spin)   174.38 kcal per mole
Kohn-Sham gap (spin up / spin down)   7.357 / 7.358 eV

Here are the Mulliken charges for atoms 1 to 2, given in e: number 1, C, carries -0.59; number 2, C, carries -0.59

The following is a quantum chemistry calculation of 9 unconnected molecules or ions with the total composition C38H85BrF4N2O11P2S, from the OMol25 dataset.

Geometry as XYZ:
```
144
C38H85BrF4N2O11P2S | the OMol25 dataset | ωB97M-V/def2-TZVPD
N 4.974 -0.495 4.122
C 4.215 0.105 3.507
C 3.245 0.807 2.679
P 4.294 1.986 1.582
O 3.287 3.222 1.249
Br 5.498 2.932 3.179
C 2.356 -0.182 1.798
C 3.008 -0.418 0.498
N 3.353 -0.568 -0.586
C 0.952 0.481 1.619
F 0.186 0.115 2.681
F 1.063 1.831 1.671
C 0.163 0.150 0.335
F -1.092 0.641 0.538
F 0.707 0.824 -0.707
P 2.174 -1.894 2.507
O 3.618 -2.490 2.244
O 1.969 -1.637 4.058
S 0.771 -2.962 1.718
H 2.584 1.347 3.359
H 2.872 3.046 0.390
H 0.092 -0.916 0.126
H 3.603 -3.456 2.371
H 1.494 -2.389 4.446
C -3.793 4.626 2.664
C -3.773 4.137 4.104
O -3.643 2.734 4.237
C -2.470 2.162 3.686
C -1.175 2.677 4.293
H -4.599 4.143 2.109
H -3.949 5.705 2.639
H -2.857 4.415 2.145
H -4.722 4.380 4.583
H -2.991 4.654 4.672
H -2.457 2.287 2.597
H -2.558 1.092 3.875
H -1.034 3.745 4.120
H -0.332 2.157 3.848
H -1.162 2.508 5.372
C 3.284 -3.111 -2.757
C 2.943 -4.061 -1.624
O 1.614 -4.531 -1.622
C 1.160 -5.242 -2.759
C 1.958 -6.499 -3.062
H 2.612 -2.252 -2.750
H 4.307 -2.750 -2.645
H 3.206 -3.593 -3.733
H 3.046 -3.544 -0.667
H 3.643 -4.906 -1.605
H 1.131 -4.585 -3.637
H 0.128 -5.510 -2.533
H 2.999 -6.275 -3.304
H 1.528 -7.026 -3.913
H 1.953 -7.171 -2.203
C -7.018 6.050 1.378
C -7.031 6.426 -0.095
O -5.807 6.957 -0.566
C -4.685 6.098 -0.455
C -4.830 4.793 -1.219
H -6.756 6.914 1.990
H -8.004 5.693 1.681
H -6.300 5.257 1.592
H -7.771 7.210 -0.260
H -7.338 5.570 -0.707
H -4.454 5.904 0.599
H -3.847 6.668 -0.859
H -5.656 4.188 -0.842
H -3.917 4.202 -1.128
H -5.019 4.986 -2.276
C -3.049 0.235 -2.282
C -2.094 0.772 -3.335
O -2.591 0.694 -4.658
C -3.802 1.395 -4.876
C -3.717 2.877 -4.561
H -3.303 -0.806 -2.487
H -2.590 0.295 -1.297
H -3.979 0.806 -2.247
H -1.174 0.186 -3.334
H -1.810 1.804 -3.096
H -4.618 0.933 -4.309
H -4.034 1.250 -5.932
H -3.495 3.057 -3.508
H -4.667 3.365 -4.782
H -2.932 3.351 -5.152
C 2.393 -11.726 -2.513
C 1.577 -10.939 -3.525
O 2.329 -9.998 -4.268
C 3.389 -10.519 -5.051
C 2.949 -11.521 -6.105
H 2.894 -11.050 -1.818
H 1.741 -12.390 -1.945
H 3.156 -12.342 -2.991
H 0.823 -10.349 -3.003
H 1.039 -11.619 -4.195
H 4.163 -10.953 -4.408
H 3.834 -9.651 -5.536
H 2.507 -12.415 -5.663
H 3.808 -11.835 -6.699
H 2.210 -11.074 -6.771
C 6.965 -3.637 1.374
C 6.577 -4.588 2.493
O 5.260 -5.101 2.383
C 4.974 -5.854 1.214
C 5.815 -7.106 1.044
H 6.266 -2.801 1.325
H 7.967 -3.244 1.551
H 6.970 -4.129 0.400
H 6.596 -4.057 3.445
H 7.301 -5.406 2.574
H 5.046 -5.212 0.329
H 3.924 -6.134 1.310
H 6.875 -6.878 0.932
H 5.495 -7.648 0.153
H 5.702 -7.762 1.909
C -7.454 6.735 -5.249
C -7.064 5.277 -5.422
O -7.054 4.537 -4.214
C -8.285 4.464 -3.517
C -9.408 3.818 -4.310
H -6.788 7.227 -4.539
H -7.389 7.254 -6.206
H -8.475 6.846 -4.882
H -6.043 5.217 -5.799
H -7.705 4.792 -6.166
H -8.582 5.458 -3.164
H -8.081 3.865 -2.628
H -9.659 4.388 -5.205
H -10.307 3.752 -3.695
H -9.125 2.812 -4.621
C 6.484 6.434 8.187
C 6.011 6.523 6.747
O 5.829 5.267 6.118
C 4.880 4.402 6.715
C 3.471 4.968 6.769
H 7.418 5.874 8.248
H 6.650 7.435 8.587
H 5.754 5.938 8.829
H 6.764 7.033 6.146
H 5.095 7.122 6.680
H 5.212 4.096 7.713
H 4.882 3.505 6.096
H 3.411 5.864 7.389
H 2.789 4.228 7.189
H 3.128 5.231 5.767
```

Charge   0
Kohn-Sham gap   9.665 eV
SMILES   N#C[C@@H](P(O)Br)[C@](C#N)(C(F)(F)C(F)F)P(O)(O)=S.CCOCC.CCOCC.CCOCC.CCOCC.CCOCC.CCOCC.CCOCC.CCOCC

Here are the Mulliken charges for atoms 1 to 2, given in e: number 1, N, carries -0.54; number 2, C, carries -0.22

The following is a quantum chemistry calculation of a molecular structure, C52H58N9O9S3Si2Ti, from the OMol25 dataset.

Geometry as XYZ:
```
134
C52H58N9O9S3Si2Ti | the OMol25 dataset | ωB97M-V/def2-TZVPD
Ti -0.449 -0.553 0.105
S 2.377 1.569 1.633
C 2.527 -0.096 2.232
N 3.759 -0.325 2.697
N 3.895 -1.449 3.419
C 5.129 -1.899 3.819
C 6.312 -1.312 3.356
C 7.532 -1.819 3.769
C 7.611 -2.906 4.634
C 6.434 -3.486 5.090
C 5.204 -2.989 4.696
N 1.595 -1.024 2.484
N 0.299 -0.976 2.163
C -0.433 -1.884 2.947
C 0.151 -2.896 3.733
C -0.621 -3.748 4.502
C -2.004 -3.623 4.546
C -2.594 -2.623 3.785
C -1.832 -1.777 2.998
H 3.074 -2.033 3.517
H 6.244 -0.494 2.654
H 8.440 -1.367 3.388
H 8.573 -3.300 4.939
H 6.472 -4.335 5.764
H 4.286 -3.441 5.055
H 1.221 -3.018 3.718
H -0.129 -4.525 5.078
H -2.605 -4.289 5.154
H -3.671 -2.497 3.800
H -2.318 -1.018 2.406
C -0.543 2.930 -3.424
Si -0.604 1.040 -3.205
C -1.780 0.391 -4.539
C 1.116 0.522 -3.743
N -1.182 0.411 -1.692
C -2.508 0.678 -1.409
C -3.239 1.790 -1.842
C -4.577 1.978 -1.500
C -5.218 1.054 -0.700
C -4.509 -0.056 -0.233
C -3.170 -0.263 -0.555
N -2.368 -1.304 -0.084
Si -3.028 -2.905 -0.149
C -3.519 -3.267 -1.933
C -4.632 -3.113 0.866
C -1.888 -4.267 0.434
H -0.990 3.193 -4.388
H 0.495 3.272 -3.433
H -1.055 3.500 -2.651
H -1.612 0.889 -5.498
H -2.824 0.541 -4.254
H -1.628 -0.683 -4.680
H 1.402 1.213 -4.543
H 1.146 -0.486 -4.156
H 1.866 0.617 -2.955
H -2.757 2.523 -2.473
H -5.105 2.852 -1.866
H -6.262 1.180 -0.431
H -5.009 -0.763 0.413
H -4.204 -2.502 -2.309
H -4.008 -4.242 -2.023
H -2.634 -3.265 -2.575
H -5.516 -2.948 0.244
H -4.686 -2.428 1.715
H -4.684 -4.130 1.263
H -1.234 -3.961 1.250
H -1.240 -4.623 -0.368
H -2.497 -5.107 0.780
O 4.336 3.150 -1.549
C 3.470 4.131 -1.498
O 3.770 5.277 -1.783
C 2.071 3.818 -1.081
C 1.111 4.803 -1.081
N -0.032 4.233 -0.677
N 0.101 2.924 -0.410
C 1.370 2.647 -0.647
C 1.979 1.293 -0.341
O 3.020 0.997 -1.043
O 1.081 0.255 -0.223
H 3.891 2.258 -1.286
H 1.197 5.844 -1.341
H -0.936 4.658 -0.568
O -1.373 0.926 1.406
S -2.502 1.921 1.435
C -3.438 1.440 2.890
C -2.766 0.911 3.982
C -3.495 0.521 5.093
C -4.878 0.669 5.105
C -5.538 1.194 4.003
C -4.815 1.573 2.878
C -1.762 3.376 2.186
C -0.462 3.315 2.650
C 0.107 4.464 3.184
C -0.623 5.644 3.247
C -1.929 5.687 2.771
C -2.505 4.547 2.230
H -1.691 0.777 3.939
H -2.984 0.082 5.940
H -5.444 0.354 5.973
H -6.616 1.288 4.008
H -5.310 1.949 1.991
H 0.114 2.401 2.547
H 1.132 4.429 3.529
H -0.171 6.538 3.658
H -2.493 6.610 2.811
H -3.518 4.569 1.841
C 4.601 -6.715 3.284
C 4.733 -5.653 2.226
C 5.880 -5.563 1.442
C 6.009 -4.569 0.487
C 4.990 -3.638 0.328
C 3.846 -3.705 1.104
C 3.718 -4.725 2.034
S 5.222 -2.345 -0.865
O 5.864 -1.233 -0.227
O 5.874 -2.972 -1.991
N 3.719 -1.887 -1.252
C 3.029 -2.600 -2.325
C 1.515 -2.493 -2.204
C 0.979 -3.076 -0.916
O 1.234 -4.212 -0.574
O 0.179 -2.282 -0.241
H 5.309 -7.529 3.120
H 3.592 -7.131 3.299
H 4.801 -6.292 4.272
H 6.679 -6.284 1.577
H 6.887 -4.507 -0.141
H 3.055 -2.980 0.978
H 2.803 -4.798 2.611
H 3.569 -0.867 -1.154
H 3.320 -3.650 -2.277
H 3.339 -2.215 -3.301
H 1.073 -3.061 -3.030
H 1.187 -1.466 -2.281
```

Spin multiplicity   2
Charge   -2
Energy relative to the best compared isomer or geometry (same formula, charge and spin)   40.53 kcal per mole
Kohn-Sham gap (spin up / spin down)   5.375 / 5.764 eV

Here are the Mulliken charges for atoms 1 to 2, given in e: number 1, Ti, carries -1.07; number 2, S, carries -0.71

The following is a quantum chemistry calculation of 3 unconnected molecules or ions with the total composition C4H13NO2, from the OMol25 dataset.

Geometry as XYZ:
```
20
C4H13NO2 | the OMol25 dataset | ωB97M-V/def2-TZVPD
C 0.423 -0.895 1.189
C 0.305 0.502 0.576
C 1.029 1.380 1.660
N 0.773 0.777 2.958
C 0.664 -0.671 2.713
H -0.417 -1.566 1.062
H 1.313 -1.318 0.738
H 0.893 0.661 -0.331
H -0.694 0.899 0.479
H 0.746 2.425 1.625
H 2.096 1.302 1.438
H -0.127 1.098 3.284
H 1.519 -1.194 3.127
H -0.209 -1.058 3.252
O -3.154 -0.858 -4.421
H -3.179 0.100 -4.301
H -2.260 -1.108 -4.663
O 0.236 -0.104 -3.102
H -0.688 -0.094 -3.374
H 0.730 -0.277 -3.909
```

Charge   0
Energy relative to the best compared isomer or geometry (same formula, charge and spin)   20.24 kcal per mole
Kohn-Sham gap   9.029 eV
SMILES   C1CCNC1.O.O

Here are the Mulliken charges for atoms 1 to 2, given in e: number 1, C, carries -0.50; number 2, C, carries -0.39